# 1
C5H8NO2S2 | ωB97M-V/def2-TZVPD

```
18
Properties=species:S:1:pos:R:3
C 1.439 -0.034 -0.866
C 0.714 -0.874 1.177
C 0.020 0.160 -1.542
C -0.655 1.496 -1.355
C 1.075 -1.846 2.230
N 1.709 -0.624 0.259
O -2.298 2.564 0.511
O -3.126 0.520 -0.477
S -0.876 -0.102 1.390
S -2.137 1.387 -0.124
H 2.382 0.162 -1.528
H 0.136 -0.010 -2.654
H -0.680 -0.752 -1.243
H -0.123 2.214 -0.806
H -1.033 2.136 -2.321
H 0.552 -1.735 3.148
H 0.828 -2.841 1.814
H 2.074 -1.823 2.388
```

Values from the calculation:
Total charge: +1
Molecular weight in g mol⁻¹: 178.26
HOMO in eV: -14.61
Frontier orbital gap in hartree: 0.3124
LUMO in eV: -6.11
ΔE to the lowest compared entry with this formula, charge and spin in kcal/mol: 48.1
Total energy in eV: -32559.0693

=====

# 2
C5H8NO3 | ωB97M-V/def2-TZVPD

```
17
Properties=species:S:1:pos:R:3
C 1.984 -1.621 -0.016
C 3.284 0.530 0.055
C 0.639 -1.446 -0.056
C -1.538 -0.313 -0.199
C -2.009 1.028 0.374
N -0.092 -0.349 -0.106
O 3.712 1.583 0.107
O 2.945 -0.592 -0.025
O -1.293 2.035 -0.316
H 2.465 -2.580 0.009
H 0.315 0.574 -0.206
H 0.080 -2.378 -0.028
H -1.974 -1.159 0.335
H -1.836 -0.358 -1.253
H -1.785 1.085 1.448
H -3.090 1.116 0.236
H -1.809 2.845 -0.359
```

Values from the calculation:
Total charge: +1
Molecular weight in g mol⁻¹: 130.12
HOMO in eV: -12.96
Frontier orbital gap in hartree: 0.3349
LUMO in eV: -3.85
ΔE to the lowest compared entry with this formula, charge and spin in kcal/mol: 38.2
Total energy in eV: -12937.4007

=====

# 3
C5H8NO3P | ωB97M-V/def2-TZVPD

```
18
Properties=species:S:1:pos:R:3
C 2.135 -1.134 0.385
C -1.584 -0.262 -0.263
C -1.062 -1.009 -1.398
C -0.621 -0.118 1.047
C 1.576 0.240 0.296
N 0.454 0.756 0.784
O 1.665 -2.051 1.077
O 0.213 2.033 0.871
O 3.235 -1.163 -0.264
P 2.894 1.074 -0.600
H -1.826 0.773 -0.534
H -2.488 -0.731 0.150
H -0.841 -2.055 -1.163
H -0.212 -0.537 -1.891
H -1.235 0.300 1.855
H -0.247 -1.110 1.294
H 3.875 1.137 0.410
H 2.489 2.400 -0.268
```

Values from the calculation:
Total charge: -2
Molecular weight in g mol⁻¹: 161.10
HOMO (alpha / beta) in eV: 1.76 / 1.76
Frontier orbital gap (alpha / beta) in hartree: 0.1853 / 0.1853
LUMO (alpha / beta) in eV: 6.81 / 6.81
ΔE to the lowest compared entry with this formula, charge and spin in kcal/mol: 142.7
Total energy in eV: -22230.8715